DFT (ωB97M-V/def2-TZVPD) results for a 2-piece molecular cluster, C5H14NO overall.

Atoms and positions in Å:
C1 -1.800 1.576 -0.922
C2 0.582 -0.256 1.601
C3 2.256 -1.162 -0.650
C4 -0.567 1.775 -0.060
C5 0.234 -0.170 0.140
N1 -0.999 -1.148 -0.037
O1 1.079 -0.384 -0.882
H1 -2.521 1.116 -0.412
H2 -1.534 0.968 -1.776
H3 -2.247 2.411 -1.310
H4 0.827 -1.388 1.786
H5 1.369 0.453 1.916
H6 -0.286 0.151 2.269
H7 2.180 -2.108 -0.190
H8 2.966 -0.645 -0.071
H9 2.583 -1.506 -1.639
H10 0.382 2.081 -0.496
H11 -0.683 2.183 1.060
H12 -0.921 -2.040 0.472
H13 -1.880 -0.793 0.314
H14 -1.191 -1.319 -1.092

Computed properties:
Charge: +1
Gap between HOMO and LUMO (eV): 9.99
HOMO (eV): -13.37

natural (NBO) atomic charge list, values in e, 2 entries:
1. C -0.6484
2. C -0.7248

---

DFT (ωB97M-V/def2-TZVPD) results for C3H9N3O2 as an isolated structure.

Atoms and positions in Å:
C1 0.276 -0.094 1.403
C2 0.085 1.304 1.467
C3 -0.787 -0.867 -0.566
H1 2.373 -0.341 -0.968
H2 1.447 1.055 -0.663
H3 1.222 -0.407 2.172
H4 -0.636 -0.640 1.992
H5 -0.939 1.140 1.334
H6 0.136 1.851 2.381
H7 -0.020 2.600 -0.170
H8 -1.488 -1.281 -2.357
H9 0.368 -1.235 -2.260
N1 1.323 0.105 -0.922
N2 0.399 -0.621 0.006
N3 -0.449 -1.825 -1.787
O1 0.718 2.041 0.452
O2 -1.821 -0.593 0.003

Computed properties:
Gap between HOMO and LUMO (eV): 9.92
HOMO (eV): -9.55

natural (NBO) atomic charge list, values in e, 2 entries:
1. C -0.2334
2. C -0.1518

---

DFT (ωB97M-V/def2-TZVPD) results for C10H30Be2NO13 as an isolated structure.

Atoms and positions in Å:
Be1 0.007 2.825 2.972
Be2 -1.738 -3.079 0.054
N1 0.107 -0.007 0.719
O1 -0.089 1.101 1.076
O2 1.303 -0.336 0.469
O3 -0.875 -0.726 0.682
C1 0.221 -1.533 -2.256
C2 -1.004 -1.978 -3.201
O4 -2.120 -2.173 -2.419
O5 0.548 -2.369 -1.221
H1 0.110 -0.501 -1.921
H2 1.137 -1.535 -2.848
H3 -0.737 -2.880 -3.752
H4 -1.275 -1.159 -3.867
H5 -2.859 -1.970 -2.997
H6 1.147 -1.890 -0.644
C3 5.112 -0.665 -0.383
C4 5.865 -1.990 -0.347
O6 5.188 -2.984 0.438
O7 3.839 -0.632 -1.093
H7 5.763 0.183 -0.595
H8 4.711 -0.673 0.630
H9 6.882 -1.741 -0.043
H10 5.906 -2.500 -1.310
H11 5.859 -3.581 0.778
H12 3.131 -0.557 -0.449
C5 0.761 -3.995 1.993
C6 -0.229 -3.560 3.012
O8 -1.290 -2.816 2.593
O9 0.142 -4.614 0.864
H13 1.505 -4.661 2.429
H14 1.149 -3.106 1.494
H15 0.304 -3.017 3.792
H16 -0.508 -4.521 3.445
H17 -1.749 -2.291 3.252
H18 0.717 -5.325 0.572
C7 -2.821 1.692 -1.672
C8 -1.988 3.001 -2.171
O10 -1.077 2.751 -3.316
O11 -3.602 2.145 -0.571
H19 -2.024 1.008 -1.378
H20 -3.397 1.240 -2.480
H21 -1.291 3.285 -1.381
H22 -2.562 3.908 -2.358
H23 -1.282 3.174 -4.153
H24 -4.434 1.669 -0.519
C9 -2.291 5.487 2.151
C10 -2.574 4.253 1.327
O12 -2.200 2.951 1.844
O13 -0.918 5.526 2.450
H25 -2.812 5.460 3.108
H26 -2.614 6.371 1.602
H27 -2.017 4.422 0.406
H28 -3.610 4.270 0.987
H29 -2.573 2.315 1.230
H30 -0.852 6.326 2.976

Computed properties:
2S+1: 2
Charge: +2
Expectation value of S²: 0.7504
Gap between HOMO and LUMO (alpha / beta) (eV): 3.43 / 3.43
HOMO (alpha / beta) (eV): -13.77 / -13.77

natural (NBO) atomic charge list, values in e, 2 entries:
1. Be 0.9274
2. Be 1.6121

---

DFT (ωB97M-V/def2-TZVPD) results for C25H32BF2MnN3O3S as an isolated structure.

Atoms and positions in Å:
Mn1 -1.479 0.118 0.755
C1 -2.789 4.025 -2.168
N1 -2.226 3.193 -1.079
C2 -2.577 3.872 0.222
C3 -2.335 1.561 -1.034
O1 -2.866 1.160 0.200
C4 -3.307 1.003 -2.077
O2 -3.154 -0.458 -2.170
C5 -2.008 -0.924 -2.774
C6 -1.034 -1.610 -1.839
O3 -1.149 -1.462 -0.602
N2 -0.142 -2.457 -2.350
C7 -0.116 -2.822 -3.769
C8 0.705 -3.294 -1.495
H1 -2.330 5.019 -2.111
H2 -3.866 4.027 -2.008
H3 -2.510 3.588 -3.140
H4 -2.324 3.112 1.023
H5 -3.639 4.024 0.144
H6 -1.942 4.729 0.390
H7 -3.045 1.493 -3.047
H8 -4.300 1.193 -1.784
H9 -1.342 -0.184 -3.265
H10 -2.350 -1.679 -3.495
H11 -0.504 -3.764 -3.956
H12 0.877 -2.795 -4.218
H13 -0.702 -1.990 -4.258
H14 1.270 -4.004 -2.099
H15 0.081 -3.798 -0.809
H16 1.413 -2.709 -0.956
C9 5.695 -0.157 -0.353
C10 4.446 0.578 0.212
C11 3.635 0.955 -0.998
C12 4.873 1.847 1.010
C13 3.515 -0.367 1.036
C14 4.022 -1.431 1.812
C15 3.154 -2.267 2.486
C16 1.818 -2.041 2.456
S1 0.488 -2.821 3.319
C17 -0.625 -1.631 2.759
N3 -0.045 -0.795 1.902
C18 1.305 -0.971 1.782
C19 2.158 -0.044 1.154
C20 -2.074 -1.478 2.961
C21 -2.806 -2.140 3.960
C22 -4.089 -1.619 4.273
C23 -4.640 -0.536 3.622
C24 -3.976 -0.017 2.494
C25 -2.709 -0.481 2.202
H17 6.482 0.569 -0.588
H18 5.483 -0.806 -1.272
H19 6.088 -0.762 0.408
H20 4.277 1.618 -1.636
H21 2.788 1.608 -0.814
H22 3.246 0.111 -1.633
H23 4.992 2.748 0.368
H24 5.833 1.637 1.507
H25 4.172 2.137 1.773
H26 5.058 -1.554 2.015
H27 3.569 -2.973 3.186
H28 1.743 0.777 0.616
H29 -2.291 -2.959 4.408
H30 -4.690 -2.022 5.045
H31 -5.611 -0.132 3.892
H32 -4.364 0.774 1.869
F1 -0.063 1.995 -0.030
B1 -0.903 2.173 -1.124
F2 -0.265 2.310 -2.311

Computed properties:
2S+1: 5
Charge: +1
Expectation value of S²: 6.1374
Gap between HOMO and LUMO (alpha / beta) (eV): 8.18 / 8.08
HOMO (alpha / beta) (eV): -11.23 / -11.29

natural (NBO) atomic charge list, values in e, 2 entries:
1. Mn 1.5282
2. C -0.4059

---

E values, unit hartree, following the record order: -328.5338 -434.2590 -1460.3348 -3135.4855.
Max |F| values, unit eV/A, following the record order: 4.72 8.07 5.27 3.84.